This record from the OMol25 dataset describes a single C4H8O2 molecule. The level of theory is wB97M-V/def2-TZVPD.

Output
HOMO, eV: -10.14
HOMO-LUMO gap, eV: 11.139
Structure (SMILES): C[C@H]1O[C@H]1CO
LUMO energy, eV: 1.00

Last column: Löwdin charge in e.
Atoms and positions in Å:
C1 -1.224 0.454 1.640  -0.03
C2 -0.300 0.753 0.487  -0.31
O1 1.040 0.346 0.753  -0.03
C3 0.453 -0.045 -0.486  -0.28
C4 0.455 -1.522 -0.711  -0.21
O2 1.772 -1.732 -1.188  -0.06
H1 -0.979 -0.501 2.112  0.08
H2 -2.271 0.478 1.339  0.08
H3 -1.048 1.246 2.385  0.09
H4 -0.435 1.728 0.026  0.13
H5 1.071 0.598 -1.319  0.19
H6 -0.287 -1.999 -1.378  0.13
H7 0.190 -1.878 0.314  0.13
H8 2.183 -0.852 -1.082  0.08


This record from the OMol25 dataset describes a molecular structure, C4H8O2. The level of theory is wB97M-V/def2-TZVPD.

Output
HOMO, eV: -8.20
HOMO-LUMO gap, eV: 9.216
LUMO energy, eV: 1.01

Last column: Löwdin charge in e.
Atoms and positions in Å:
C1 1.170 0.739 0.201  -0.07
C2 0.894 -1.391 -0.183  -0.05
O1 -0.199 -1.637 0.557  -0.13
C3 -1.358 -0.886 0.227  -0.24
O2 -1.234 0.434 0.617  -0.09
C4 -0.255 1.167 -0.108  -0.24
H1 1.447 1.002 1.227  0.10
H2 1.881 1.169 -0.511  0.10
H3 0.632 -1.104 -1.219  0.07
H4 1.615 -0.492 0.279  0.03
H5 -2.185 -1.316 0.793  0.14
H6 -1.531 -0.970 -0.860  0.14
H7 -0.420 2.213 0.178  0.12
H8 -0.454 1.080 -1.188  0.12


This record from the OMol25 dataset describes a single C4H8O2 molecule. The level of theory is wB97M-V/def2-TZVPD.

Output
HOMO, eV: -9.79
HOMO-LUMO gap, eV: 10.633
Structure (SMILES): C[C@@H]1O[C@@H]1CO
LUMO energy, eV: 0.84

Last column: Löwdin charge in e.
Atoms and positions in Å:
C1 0.698 1.780 0.254  -0.06
C2 0.977 0.465 -0.390  -0.21
O1 -0.016 0.461 -1.608  -0.01
C3 0.053 -0.588 -0.702  -0.36
C4 -0.945 -0.984 0.334  -0.21
O2 -1.152 -2.364 0.141  -0.05
H1 1.195 2.501 -0.407  0.09
H2 1.092 1.928 1.263  0.08
H3 -0.372 1.972 0.191  0.08
H4 2.022 0.121 -0.291  0.15
H5 0.506 -1.451 -1.190  0.16
H6 -0.492 -0.791 1.324  0.13
H7 -1.845 -0.370 0.235  0.13
H8 -1.721 -2.681 0.846  0.09


This record from the OMol25 dataset describes a molecular structure, C4H8O2. The level of theory is wB97M-V/def2-TZVPD.

Output
HOMO, eV: -8.86
HOMO-LUMO gap, eV: 9.795
LUMO energy, eV: 0.94

Last column: Löwdin charge in e.
Atoms and positions in Å:
C1 -1.256 -1.144 -0.569  -0.04
C2 0.078 -0.721 0.016  -0.41
O1 1.095 -1.300 -0.775  -0.01
C3 0.340 0.785 -0.019  -0.29
C4 0.632 1.819 1.331  0.00
O2 1.562 1.074 0.523  -0.11
H1 -1.354 -0.791 -1.600  0.09
H2 -1.329 -2.236 -0.582  0.09
H3 -2.086 -0.750 0.025  0.09
H4 0.162 -1.066 1.059  0.16
H5 1.941 -1.005 -0.408  0.10
H6 0.045 1.319 -0.918  0.15
H7 -0.386 1.196 1.058  0.11
H8 0.557 2.820 0.859  0.07


This record from the OMol25 dataset describes a single C4H8O2 molecule. The level of theory is wB97M-V/def2-TZVPD.

Output
HOMO, eV: -10.33
HOMO-LUMO gap, eV: 11.375
Structure (SMILES): C[C@@H](O)[C@H]1CO1
LUMO energy, eV: 1.05

Last column: Löwdin charge in e.
Atoms and positions in Å:
C1 1.402 -0.567 0.856  -0.03
C2 0.501 0.456 0.205  -0.43
O1 1.326 1.405 -0.442  -0.02
C3 -0.515 -0.102 -0.742  -0.24
C4 -1.860 -0.448 -0.304  -0.13
O2 -1.636 0.806 -0.900  -0.04
H1 2.018 -1.077 0.110  0.09
H2 2.068 -0.058 1.557  0.09
H3 0.814 -1.316 1.394  0.09
H4 -0.142 0.941 0.965  0.15
H5 0.742 2.027 -0.899  0.10
H6 -0.149 -0.517 -1.678  0.16
H7 -2.100 -0.409 0.754  0.12
H8 -2.468 -1.142 -0.877  0.11


This record from the OMol25 dataset describes a single C4H8O2 molecule. The level of theory is wB97M-V/def2-TZVPD.

Output
HOMO, eV: -9.40
HOMO-LUMO gap, eV: 10.205
Structure (SMILES): COCC(C)=O
LUMO energy, eV: 0.81

Last column: Löwdin charge in e.
Atoms and positions in Å:
C1 0.322 0.745 1.750  -0.12
O1 0.546 1.462 0.564  -0.16
C2 -0.215 1.069 -0.536  -0.17
C3 -0.200 -0.259 -1.269  -0.43
C4 0.224 -1.556 -0.641  0.00
O2 -0.741 -0.234 -2.356  0.06
H1 1.078 -0.041 1.851  0.08
H2 0.403 1.434 2.596  0.09
H3 -0.680 0.289 1.763  0.09
H4 -1.270 0.896 -0.228  0.15
H5 -0.067 1.845 -1.294  0.14
H6 -0.499 -2.325 -0.924  0.09
H7 0.353 -1.537 0.444  0.06
H8 1.184 -1.786 -1.109  0.10


This record from the OMol25 dataset describes 2 unconnected molecules or ions with the total composition C4H8O2S. The level of theory is wB97M-V/def2-TZVPD.

Output
HOMO, eV: -7.50
HOMO-LUMO gap, eV: 6.164
LUMO energy, eV: -1.33

Last column: Löwdin charge in e.
Atoms and positions in Å:
C1 -0.004 0.808 -0.335  -0.70
C2 -2.557 2.117 0.245  0.14
C3 1.811 -1.608 0.004  -0.08
C4 0.488 -1.259 0.692  -0.18
O1 0.027 0.268 -1.594  -0.35
O2 0.113 0.134 0.743  -0.10
S1 1.402 1.402 -1.317  0.87
H1 -2.129 3.120 0.134  0.00
H2 -2.805 1.367 0.932  -0.03
H3 -2.883 1.870 -0.791  -0.01
H4 2.687 -1.228 0.482  0.08
H5 1.848 -2.632 -0.104  0.05
H6 1.711 -1.229 -1.016  0.04
H7 0.626 -1.438 1.780  0.14
H8 -0.335 -1.691 0.144  0.12


This record from the OMol25 dataset describes a gas-phase ion, C4H8O2S (charge +1). The level of theory is wB97M-V/def2-TZVPD.

Output
Net charge: +1
HOMO (alpha / beta), eV: -13.94 / -13.93
HOMO-LUMO gap (alpha / beta), eV: 10.021 / 4.817
2S+1: 2
LUMO energy (alpha / beta), eV: -3.92 / -9.11

Last column: Mulliken spin population.
Atoms and positions in Å:
O1 0.177 2.373 0.858  0.00
C1 -0.134 1.431 1.524  0.00
O2 -0.141 1.288 2.829  0.00
C2 -0.377 -0.013 0.898  0.03
C3 0.063 0.050 -0.591  0.04
C4 -0.090 -1.291 -1.352  -0.01
S1 0.598 -0.972 -2.980  0.93
H1 -0.172 2.076 3.378  0.00
H2 0.417 -0.592 1.384  0.00
H3 -1.389 -0.303 1.147  0.00
H4 1.047 0.484 -0.549  0.00
H5 -0.579 0.773 -1.121  -0.01
H6 0.160 -2.113 -0.663  -0.01
H7 -1.145 -1.355 -1.686  0.04
H8 1.565 -1.837 -3.075  -0.01


This record from the OMol25 dataset describes 3 unconnected molecules or ions with the total composition C4H8O2S2. The level of theory is wB97M-V/def2-TZVPD.

Output
HOMO, eV: -8.48
HOMO-LUMO gap, eV: 3.754
LUMO energy, eV: -4.72

Last column: Löwdin charge in e.
Atoms and positions in Å:
C1 2.695 1.083 -0.246  -0.02
C2 -0.385 2.099 -0.859  -0.53
O1 0.446 2.315 -1.847  -0.09
O2 -0.559 2.769 0.207  -0.06
C3 2.453 -0.241 -0.429  -0.14
S1 -0.084 -2.113 -0.298  0.34
S2 -1.305 -0.955 0.733  0.49
C4 -2.846 -1.894 1.265  -0.35
H1 2.141 1.799 -0.771  0.00
H2 3.382 1.377 0.523  0.05
H3 -1.113 1.200 -1.066  0.10
H4 2.214 -0.538 -1.462  0.04
H5 2.286 -0.923 0.395  0.00
H6 -3.463 -1.126 1.824  0.06
H7 -3.303 -2.069 0.219  0.07
H8 -2.559 -2.784 1.812  0.04


The records above yield energy above the lowest of the compared OMol25 structures with the same formula, charge and spin values of 70.5 118.6 73.6 116.9 45.4 43.4 178.9 10.4 169.7 kcal/mol, respectively.